(1)
Entry from the OMol25 dataset: C11H14 in the gas phase at a distorted geometry (the ωB97M-V functional and the def2-TZVPD basis).

**HOMO-LUMO gap**: 8.44 eV
**HOMO energy**: -0.274 hartree
**LUMO energy**: 1.0 eV

Element x y z (Å)
C1 1.0249 -0.9710 -1.0423
C2 1.7644 -2.1051 -1.2392
C3 1.6079 0.4286 -0.6819
C4 -1.7586 -1.5779 -1.0454
C5 0.4140 1.2695 -0.2322
C6 -1.5155 -0.0898 -1.4044
C7 -0.3546 -0.9774 -1.0356
C8 -0.8168 0.5483 -0.2663
C9 -0.3497 0.9433 1.0434
C10 -1.1342 2.0419 1.6165
C11 0.2874 -0.0856 2.0134
H1 1.3416 -2.9632 -1.5265
H2 2.8053 -1.9030 -1.3450
H3 2.5828 0.4609 -0.1864
H4 2.0283 0.8243 -1.6204
H5 -2.3699 -1.9366 -0.0817
H6 -1.9707 -2.3552 -1.8655
H7 0.5814 2.3748 -0.4942
H8 -1.7099 0.2460 -2.3549
H9 -2.0486 1.6731 1.9808
H10 -1.4055 2.5968 0.7988
H11 -0.4939 2.6173 2.3694
H12 1.3592 -0.0158 1.7332
H13 -0.0691 -1.1481 1.8741
H14 0.1997 0.1038 2.9925

***

(2)
Entry from the OMol25 dataset: a molecular structure, C18H41N2OP3PbS at a distorted geometry (the ωB97M-V functional and the def2-TZVPD basis).

**Net charge**: +4
**HOMO-LUMO gap (spin up / spin down)**: 4.31 / 5.25 eV
**HOMO energy (spin up / spin down)**: -0.718 / -0.718 hartree
**LUMO energy (spin up / spin down)**: -15.2 / -14.3 eV

Element x y z (Å)
Pb1 1.6782 -0.0515 -0.5208
P1 -1.5082 1.0792 -0.8319
P2 0.8389 -0.3512 -3.6580
P3 1.4844 3.0717 -0.0709
H1 2.8996 -1.0634 4.6203
C1 2.3779 -0.1039 4.4512
C2 1.0152 -0.0482 4.4455
H2 0.4055 -0.9033 4.7324
C3 -2.8066 -0.2032 -1.0504
C4 -2.3202 2.3628 -1.8708
C5 -2.0649 1.6632 0.8178
C6 2.3246 -1.0428 -4.1898
C7 -0.5697 -1.4075 -3.6151
C8 0.5193 1.3161 -4.2134
C9 1.5517 3.2816 1.7498
C10 0.4014 4.4844 -0.5317
C11 3.1726 3.5695 -0.5887
H3 2.9770 0.7326 4.1336
H4 0.4916 0.8674 4.1593
H5 -3.0194 -0.6959 -0.0946
H6 -2.4707 -0.9565 -1.7710
H7 -3.7211 0.2800 -1.4252
H8 -2.2690 2.0621 -2.9267
H9 -1.8221 3.3323 -1.7450
H10 -3.3735 2.4357 -1.5659
H11 -2.0001 0.8289 1.5271
H12 -3.1061 2.0060 0.7445
H13 -1.4284 2.4852 1.1717
H14 1.9264 -1.3168 -5.1899
H15 2.6780 -1.9159 -3.6339
H16 3.1393 -0.3163 -4.2740
H17 -0.3604 -1.8349 -4.5982
H18 -1.4465 -0.7771 -3.6504
H19 -0.5972 -2.1722 -2.8405
H20 0.8735 1.1208 -5.1951
H21 1.0950 2.1056 -3.7028
H22 -0.5389 1.4665 -4.1388
H23 2.3551 3.9873 2.0008
H24 1.7478 2.3131 2.2377
H25 0.5865 3.6636 2.1134
H26 0.8710 5.4415 -0.2619
H27 -0.5631 4.3936 -0.0092
H28 0.2130 4.4619 -1.6135
H29 3.5713 4.3199 0.1075
H30 3.1350 3.9776 -1.6074
H31 3.8475 2.6972 -0.5979
C12 4.5183 -0.5164 -0.6411
C13 5.0416 -0.4383 -1.9627
C14 6.2965 0.1249 -2.0799
C15 6.8860 0.7703 -1.0145
C16 6.3026 0.7539 0.2319
C17 5.0558 0.2071 0.4408
O1 3.4574 -1.2836 -0.3049
H32 0.9576 0.4393 -2.3642
H33 4.5207 -0.8957 -2.8176
H34 6.8116 0.0902 -3.0286
H35 7.7997 1.3437 -1.1230
H36 6.7548 1.1695 1.1198
H37 4.4860 0.2224 1.3944
N1 -1.7519 -3.1759 0.6274
C18 -0.6341 -2.4511 0.8526
N2 -0.6926 -1.5953 1.9069
S1 0.6896 -2.5938 -0.2141
H38 -2.3819 -3.3998 1.3920
H39 -1.7209 -3.8352 -0.1365
H40 0.1126 -1.0321 2.1487
H41 -1.3156 -1.8423 2.6732

***

(3)
Entry from the OMol25 dataset: a molecular structure, C45H36BrFeN3O4STe2 at a distorted geometry (the ωB97M-V functional and the def2-TZVPD basis).

**Net charge**: -2
**HOMO-LUMO gap (spin up / spin down)**: 4.46 / 4.38 eV
**HOMO energy (spin up / spin down)**: -0.032 / -0.029 hartree
**LUMO energy (spin up / spin down)**: 3.6 / 3.6 eV

Element x y z (Å)
Fe1 -0.6528 0.1497 1.3360
O1 -2.4695 -0.4961 2.1743
N1 -3.4872 -0.0263 1.5969
N2 -3.2311 0.5494 0.4793
O2 -2.0399 0.5901 -0.0443
C1 -4.3073 1.1260 -0.2536
C2 -5.6260 0.9992 0.1729
C3 -6.6381 1.5737 -0.5741
C4 -6.3464 2.2722 -1.7409
C5 -5.0306 2.3785 -2.1596
C6 -4.0040 1.7966 -1.4278
H1 -5.8312 0.4505 1.0750
H2 -7.6624 1.4686 -0.2497
H3 -7.1415 2.7195 -2.3191
H4 -4.7955 2.9031 -3.0733
H5 -2.9753 1.8432 -1.7453
C7 4.9963 -0.9493 -3.2318
C8 3.8561 -0.4390 -2.3790
C9 3.6426 0.9137 -2.1405
C10 2.6242 1.3833 -1.3256
C11 2.5278 2.8689 -1.2093
O3 2.7410 3.5729 -2.1861
C12 2.3262 3.5205 0.1203
C13 1.7336 4.7766 0.1815
C14 1.6642 5.4572 1.3867
C15 2.2067 4.8869 2.5352
C16 2.7883 3.6299 2.4742
C17 2.8373 2.9417 1.2725
C18 1.6673 0.4919 -0.7152
O4 0.7334 0.9352 -0.0046
C19 1.8485 -0.9136 -1.0282
C20 2.9446 -1.3122 -1.8032
C21 0.8862 -1.9419 -0.5639
N3 -0.1141 -1.6967 0.2001
C22 -1.0406 -2.7747 0.5964
C23 -1.8334 -3.4762 -0.5140
Te1 -3.1943 -2.3357 -1.7124
C24 -1.8585 -1.6581 -3.2046
C25 -1.9803 -2.1603 -4.5000
C26 -1.1661 -1.6727 -5.5173
C27 -0.2193 -0.6933 -5.2357
C28 -0.0915 -0.2023 -3.9448
C29 -0.9205 -0.6609 -2.9308
C30 1.1693 -3.3423 -1.0694
C31 0.9995 -3.6502 -2.4197
C32 1.2824 -4.9176 -2.8909
C33 1.7439 -5.8978 -2.0212
C34 1.9254 -5.5963 -0.6781
C35 1.6279 -4.3288 -0.2046
H6 5.6655 -0.1353 -3.5037
H7 4.6391 -1.4027 -4.1580
H8 5.5859 -1.7057 -2.7125
H9 4.3018 1.6535 -2.5800
H10 1.3258 5.2012 -0.7236
H11 1.1628 6.4129 1.4421
H12 2.1257 5.3986 3.4846
H13 3.1685 3.1664 3.3736
H14 3.2545 1.9446 1.2287
H15 3.0978 -2.3671 -1.9741
H16 -1.7275 -2.3286 1.3054
H17 -0.5010 -3.5399 1.1471
H18 -2.5069 -4.1913 -0.0493
H19 -1.2079 -4.0270 -1.1950
H20 -2.7018 -2.9331 -4.7076
H21 -1.2594 -2.0686 -6.5168
H22 0.4270 -0.3241 -6.0180
H23 0.6521 0.5469 -3.7149
H24 -0.8406 -0.2371 -1.9345
H25 0.6431 -2.8783 -3.0921
H26 1.1314 -5.1448 -3.9336
H27 1.9573 -6.8901 -2.3858
H28 2.2931 -6.3490 0.0016
H29 1.7952 -4.0860 0.8345
Te2 -0.9204 2.6246 1.9953
C36 -1.2188 3.4955 3.8906
C37 -1.9761 4.6017 4.1848
C38 -1.9092 5.0099 5.5509
C39 -1.0997 4.2133 6.3036
S1 -0.4167 2.9740 5.3258
H30 -2.5713 5.0982 3.4324
H31 -2.4457 5.8600 5.9515
H32 -0.8701 4.2892 7.3541
Br1 2.7968 -3.1782 6.0378
C40 1.8704 -2.1183 4.7232
C41 2.5158 -1.7920 3.5454
C42 1.8209 -1.0469 2.5958
C43 0.4881 -0.6108 2.7617
C44 -0.0925 -0.9669 4.0008
C45 0.5708 -1.7099 4.9741
H33 3.5338 -2.1153 3.3743
H34 2.3416 -0.7882 1.6745
H35 -1.1062 -0.6501 4.2125
H36 0.0919 -1.9622 5.9105

***

(4)
Entry from the OMol25 dataset: 2 unconnected molecules or ions with the total composition C38H33BF6O3S at a distorted geometry (the ωB97M-V functional and the def2-TZVPD basis).

**HOMO-LUMO gap**: 2.66 eV
**HOMO energy**: -0.234 hartree
**LUMO energy**: -3.7 eV

Element x y z (Å)
C1 3.8381 -1.5441 -6.4365
C2 2.7250 -1.3975 -5.4714
C3 1.3995 -1.6913 -5.7322
C4 0.5403 -1.5300 -4.5976
C5 1.2397 -1.1590 -3.4751
B1 0.6257 -0.8760 -2.0173
C6 0.4603 -2.3674 -1.3322
C7 1.4884 -2.9276 -0.5981
C8 1.3575 -4.2463 -0.1401
C9 2.4475 -4.8914 0.6742
F1 2.3588 -6.2591 0.6458
F2 3.6892 -4.5535 0.2201
F3 2.3911 -4.5129 1.9965
C10 0.2153 -4.9899 -0.3840
C11 -0.8177 -4.3937 -1.0903
C12 -2.0783 -5.1715 -1.3650
F4 -3.2028 -4.4930 -0.9655
F5 -2.2205 -5.4037 -2.7117
F6 -2.0929 -6.3872 -0.7404
C13 -0.7056 -3.0799 -1.5526
O1 1.5807 -0.0246 -1.4020
C14 1.1929 1.2231 -0.8639
C15 0.0890 1.9784 -1.6721
C16 -0.4944 3.1475 -0.8874
C17 0.7354 2.5827 -2.9162
C18 -1.0719 0.9512 -1.9012
O2 -0.6726 -0.3373 -2.2935
S1 2.9285 -0.8504 -3.8376
H1 3.3917 -1.8178 -7.4011
H2 4.3924 -0.6031 -6.5286
H3 4.5525 -2.3183 -6.1244
H4 1.0683 -2.0390 -6.7092
H5 -0.5293 -1.7082 -4.6197
H6 2.4124 -2.3806 -0.4367
H7 0.1176 -6.0023 -0.0116
H8 -1.5139 -2.6502 -2.1352
H9 0.8708 1.0321 0.1758
H10 2.1100 1.8292 -0.8036
H11 -1.2231 3.7323 -1.4795
H12 -1.0319 2.7612 -0.0218
H13 0.2778 3.8325 -0.5130
H14 0.0162 3.1763 -3.4947
H15 1.5277 3.2753 -2.5905
H16 1.1774 1.8138 -3.5574
H17 -1.6427 0.8246 -0.9584
H18 -1.7929 1.3098 -2.6495
C19 0.9125 7.0237 3.1241
O3 1.6557 5.7897 3.1425
C20 1.0095 4.6578 2.7312
C21 1.8288 3.5530 2.3926
C22 1.2677 2.3199 2.1652
C23 -0.1372 2.1334 2.1862
C24 -0.7198 0.8071 2.0216
C25 -2.0913 0.5320 1.6270
C26 -2.4883 -0.7217 2.2013
C27 -3.8278 -1.0881 2.2323
C28 -4.7840 -0.2284 1.6886
C29 -4.3924 0.9553 1.0506
C30 -3.0535 1.3522 1.0373
C31 -1.3795 -1.2133 3.0031
C32 -0.2840 -0.2894 2.8664
C33 0.7420 -0.3056 3.8111
C34 0.6162 -1.0884 4.9549
C35 -0.4761 -1.9445 5.1059
C36 -1.4409 -2.0633 4.1044
C37 -0.9440 3.2635 2.4777
C38 -0.4003 4.5221 2.6708
H19 1.6735 7.7952 3.2471
H20 0.3867 7.1588 2.1690
H21 0.1961 7.0188 3.9544
H22 2.8998 3.7259 2.2952
H23 1.9339 1.4821 1.9451
H24 -4.1074 -2.0432 2.6681
H25 -5.8466 -0.4590 1.7643
H26 -5.1195 1.5999 0.5574
H27 -2.7779 2.2900 0.5623
H28 1.6147 0.3252 3.6655
H29 1.3585 -0.9965 5.7372
H30 -0.5867 -2.4928 6.0393
H31 -2.2683 -2.7605 4.2333
H32 -2.0255 3.1392 2.5548
H33 -1.0718 5.3864 2.7190

***

Energy relative to the best compared isomer or geometry (same formula, charge and spin) (eV)
4.8995, 4.2190, 0.8113, 0.4502